[1]
Here is 2 unconnected molecules or ions with the total composition C32H32Cl2N3S at a distorted geometry from OMol25. Energies are from the ωB97M-V functional and the def2-TZVPD basis.

XYZ file:
```
70
C32H32Cl2N3S the ωB97M-V functional and the def2-TZVPD basis
Cl 7.8869 2.3314 -2.3346
C 6.2578 1.8537 -2.1716
C 5.3041 2.7854 -1.7293
C 3.9706 2.4119 -1.6331
C 3.5421 1.0956 -1.9651
C 2.1395 0.7713 -1.9298
C 1.6320 -0.5257 -1.9092
C 0.3114 -0.9038 -2.2119
C 0.0510 -2.1880 -2.8246
C -1.0030 -2.3911 -3.7570
C -1.1956 -3.6243 -4.3759
C -0.3543 -4.7044 -4.0498
Cl -0.5764 -6.2187 -4.8110
C 0.6925 -4.5390 -3.1300
C 0.8966 -3.2939 -2.5425
C 4.5405 0.1556 -2.3547
C 5.8766 0.5358 -2.4758
H 5.6071 3.8058 -1.4994
H 3.2104 3.1320 -1.3196
H 1.4285 1.6040 -1.9296
H 2.3450 -1.3179 -1.6462
H -0.4978 -0.1735 -2.1465
H -1.6456 -1.5451 -4.0062
H -1.9796 -3.7579 -5.1157
H 1.3516 -5.3693 -2.8985
H 1.7245 -3.1682 -1.8460
H 4.2401 -0.8618 -2.6195
H 6.6300 -0.1675 -2.8253
C -1.9467 3.2641 2.0841
C -0.7998 2.2676 1.9456
C -0.0991 2.5421 0.6251
N 0.0904 2.4486 3.1340
C -0.0991 1.4730 3.9559
S 0.7864 1.2907 5.4472
C 2.3002 2.1863 4.7643
C 3.3581 2.2441 5.7988
N 4.1649 2.2769 6.6386
C -1.0648 0.3878 3.4618
C -0.4436 -1.0088 3.5285
C -2.3632 0.4137 4.2766
N -1.2343 0.8667 2.0800
C -1.5314 0.0381 1.0415
C -2.3236 0.3872 -0.0141
C -3.2347 -0.5467 -0.6546
C -4.5974 -0.2179 -0.8915
C -5.4384 -1.1034 -1.5553
C -4.9341 -2.3245 -2.0341
C -3.6204 -2.7039 -1.7256
C -2.8100 -1.8623 -0.9663
H -1.5151 4.2596 2.2627
H -2.5359 3.3047 1.1597
H -2.6156 3.0203 2.9199
H 0.2498 3.5810 0.6262
H 0.7568 1.8712 0.4885
H -0.8058 2.4019 -0.2007
H 2.6566 1.6057 3.8999
H 1.9615 3.1874 4.4643
H -0.2380 -1.2553 4.5807
H -1.1502 -1.7460 3.1225
H 0.5025 -1.0346 2.9672
H -2.1401 0.1314 5.3179
H -2.8253 1.4099 4.2647
H -3.0671 -0.3200 3.8597
H -1.2045 -0.9970 1.1713
H -2.5061 1.4526 -0.2330
H -4.9584 0.7403 -0.4965
H -6.4871 -0.8311 -1.7149
H -5.5760 -2.9917 -2.6118
H -3.2305 -3.6578 -2.0843
H -1.8170 -2.1844 -0.6462
```

HOMO energy in eV: -9.74
2S+1: 1
Net charge: +1

=====

[2]
Here is a molecular structure, C32H32CsN7O6S at a distorted geometry from OMol25. Energies are from the ωB97M-V functional and the def2-TZVPD basis.

XYZ file:
```
79
C32H32CsN7O6S the ωB97M-V functional and the def2-TZVPD basis
Cs -0.1186 0.1224 1.0127
O 3.7267 7.3516 -0.2463
C 2.4851 7.2648 -0.2463
O 1.6379 8.1675 -0.3789
C 1.9235 5.8322 -0.2261
C 0.5555 5.5934 -0.2772
C 0.0959 4.2838 -0.2716
N 0.9034 3.2288 -0.2168
C 2.2165 3.4515 -0.1736
C 2.7642 4.7279 -0.1726
C 3.0738 2.2114 -0.1541
C 4.4162 2.2352 0.2136
C 5.1314 1.0504 0.2201
C 4.4994 -0.1272 -0.1434
C 3.1611 -0.0603 -0.5062
N 2.4678 1.0782 -0.5127
C -1.3714 3.9593 -0.3369
C -2.3279 4.8520 0.1396
C -3.6627 4.5012 0.0738
C -4.0056 3.2723 -0.4661
C -2.9834 2.4507 -0.9164
N -1.6971 2.7755 -0.8597
H -0.1005 6.4496 -0.3454
H 3.8285 4.9153 -0.1542
H 4.8823 3.1639 0.5097
H 6.1727 1.0506 0.5207
H 5.0101 -1.0798 -0.1391
H 2.6192 -0.9616 -0.7858
H -2.0152 5.7902 0.5748
H -4.4227 5.1726 0.4549
H -5.0335 2.9414 -0.5233
H -3.2087 1.4748 -1.3294
C -5.4481 -3.7495 7.3667
C -4.3528 -3.0654 6.5941
C -4.5255 -1.7797 6.0879
C -3.5370 -1.1633 5.3400
C -2.3344 -1.8175 5.0952
C -2.1498 -3.0962 5.5935
C -3.1528 -3.7103 6.3355
S -1.1022 -1.0916 4.0198
O 0.1045 -1.7885 4.4509
O -1.1495 0.3406 4.2634
N -1.5091 -1.3582 2.5618
C -1.3231 -2.7307 2.0469
C -1.4211 -2.8576 0.5031
O -1.6975 -3.9871 0.0659
O -1.1418 -1.8368 -0.1990
H -6.0822 -3.0278 7.8835
H -5.0371 -4.4292 8.1146
H -6.0960 -4.3393 6.7132
H -5.4520 -1.2519 6.2859
H -3.6791 -0.1638 4.9558
H -1.2091 -3.5943 5.4131
H -2.9897 -4.7106 6.7219
H -2.0572 -3.4348 2.4613
H -0.3375 -3.1319 2.3196
C -0.4212 -5.1086 -2.6221
C 0.0291 -3.7244 -3.0479
N 0.7735 -3.0757 -1.9935
C 1.3880 -3.7766 -0.9623
N 1.8558 -3.0794 0.0067
C 2.4226 -3.7997 1.1301
C 1.7512 -5.1448 1.3290
C 1.8976 -5.9455 0.0541
N 1.4713 -5.1490 -1.0894
C 0.8216 -5.8506 -2.1796
H -0.8995 -5.6365 -3.4523
H -1.1154 -5.0207 -1.7787
H -0.8162 -3.0778 -3.2866
H 0.6450 -3.8025 -3.9566
H 0.2640 -2.2931 -1.5747
H 2.3164 -3.1885 2.0313
H 3.5071 -3.9476 0.9861
H 0.6868 -4.9893 1.5168
H 2.1770 -5.6979 2.1712
H 1.2645 -6.8383 0.0882
H 2.9368 -6.2869 -0.0708
H 0.5840 -6.8541 -1.8171
H 1.5060 -5.9729 -3.0339
```

HOMO energy in eV: -3.13
ΔE to the lowest compared entry with this formula, charge and spin in kJ/mol: 51.71
2S+1: 1
Net charge: -2

=====

[3]
Here is a molecular structure, C32H32NOYb at a distorted geometry from OMol25. Energies are from the ωB97M-V functional and the def2-TZVPD basis.

XYZ file:
```
67
C32H32NOYb the ωB97M-V functional and the def2-TZVPD basis
C 2.5514 -0.1836 1.5284
C 2.6171 -0.8711 0.2852
C 2.2543 0.0395 -0.7383
H 2.9342 -1.9017 0.1304
C 1.9416 1.2887 -0.1291
C 2.1244 1.1482 1.2702
H 1.7034 2.2122 -0.6560
C -1.0830 -2.4013 2.1094
C 0.1360 -2.9020 1.5698
C -0.0001 -2.9798 0.1599
H 1.0112 -3.2051 2.1422
C -1.3125 -2.5391 -0.1797
C -1.9866 -2.1901 1.0413
H 2.3089 -0.1516 -1.8094
H 1.9820 1.9317 2.0150
H 2.8283 -0.5930 2.4983
H -3.0189 -1.8435 1.1273
H 0.7439 -3.3445 -0.5532
H -1.2945 -2.2286 3.1607
Yb 0.0304 -0.3861 0.7359
C -1.7262 -1.9984 -1.5413
C -3.2406 -2.0570 -1.7880
C -0.9826 -2.6503 -2.7159
H -3.6423 -3.0494 -1.5393
H -3.4363 -1.8722 -2.8551
H -3.7879 -1.3028 -1.2077
H -1.1228 -3.7432 -2.7020
H 0.0963 -2.4397 -2.7150
H -1.3907 -2.2753 -3.6683
C -1.2827 -0.5085 -1.3744
C -1.8196 0.6347 -2.2115
H -0.1635 -0.4855 -1.4372
H -1.7026 -0.2038 -0.3720
O -2.6927 1.3336 -1.6877
N -1.1194 0.8793 -3.4052
C 0.0214 1.8199 -3.2161
H -1.7580 1.2677 -4.0984
C 1.3227 1.3338 -3.7974
C 2.4628 2.1349 -3.6275
H 2.3572 3.1227 -3.1676
C 3.7105 1.6617 -4.0356
H 4.6002 2.2701 -3.8587
C 3.8090 0.4194 -4.6768
H 4.7870 0.0646 -5.0093
C 2.6608 -0.3471 -4.9018
H 2.7246 -1.2966 -5.4279
C 1.4118 0.1059 -4.4556
H 0.4959 -0.4650 -4.6154
H 0.1675 2.0129 -2.1295
H -0.2479 2.7946 -3.6628
C 0.2207 1.0676 6.5635
C 0.8734 0.1917 5.6691
C 0.4397 0.0852 4.3539
C -0.6424 0.8866 3.8605
C -1.0692 0.9271 2.5298
C -2.1003 1.6807 2.0640
C -2.8204 2.4933 3.0134
C -2.4467 2.5218 4.3416
C -1.3399 1.7571 4.8107
C -0.8729 1.8131 6.1398
H 0.5746 1.1484 7.5904
H 1.7205 -0.4057 6.0142
H 0.9324 -0.6198 3.6697
H -2.4019 1.6931 1.0123
H -3.6642 3.0883 2.6603
H -2.9915 3.1395 5.0632
H -1.3951 2.4718 6.8363
```

HOMO energy (alpha / beta) in eV: -7.48 / -7.48
⟨S²⟩: 0.75
ΔE to the lowest compared entry with this formula, charge and spin in kJ/mol: 32.50
2S+1: 2
Net charge: 0

=====

[4]
Here is a molecular structure, C32H33AsClFeIN3O4 at a distorted geometry from OMol25. Energies are from the ωB97M-V functional and the def2-TZVPD basis.

XYZ file:
```
76
C32H33AsClFeIN3O4 the ωB97M-V functional and the def2-TZVPD basis
Fe 0.4905 0.6031 0.1977
O 0.1532 0.1411 -1.6801
C -0.8443 0.3047 -2.5207
C -0.5802 0.2417 -3.9023
C -1.5732 0.4276 -4.8380
C -2.8922 0.6552 -4.4352
C -3.1742 0.6774 -3.0886
C -2.1745 0.5172 -2.1185
C -2.5536 0.6068 -0.7301
N -1.7373 0.5757 0.2458
N -2.2519 0.7512 1.5086
C -1.2999 0.6154 2.3759
O -0.1031 0.2145 2.0765
C -1.5967 0.9458 3.7938
C -0.5387 1.2698 4.6386
C -0.7828 1.6303 5.9560
C -2.0842 1.6475 6.4388
C -3.1387 1.3032 5.6027
C -2.8995 0.9607 4.2812
H 0.4439 0.0488 -4.2004
H -1.3300 0.3988 -5.8931
H -3.6745 0.8146 -5.1645
H -4.1957 0.8256 -2.7547
H -3.6137 0.7367 -0.5065
H 0.4683 1.2381 4.2427
H 0.0416 1.8966 6.6052
H -2.2776 1.9296 7.4661
H -4.1521 1.3046 5.9836
H -3.7113 0.7055 3.6140
Cl 1.5463 7.8671 1.7133
C 1.1102 6.2602 1.2057
C 0.0622 6.0885 0.2770
C -0.2996 4.8425 -0.1469
C 0.3729 3.6754 0.3140
O 0.0107 2.5241 -0.1205
C 1.4225 3.8769 1.2471
C 2.1719 2.7755 1.7244
O 2.0571 1.5990 1.3632
C 1.7714 5.1750 1.6862
H -0.4524 6.9633 -0.0987
H -1.0990 4.7054 -0.8631
H 2.9432 3.0057 2.4767
H 2.5786 5.2948 2.3996
C 4.5527 1.8169 -0.8564
C 4.4842 0.4972 -0.0907
As 2.8605 -0.5167 -0.4844
C 3.2425 -2.0402 0.6927
C 2.7888 -1.7486 2.1242
C 3.3382 -1.2164 -2.2511
C 4.4045 -2.3049 -2.2406
H 5.4247 2.3994 -0.5559
H 3.6647 2.4239 -0.6722
H 4.6204 1.6498 -1.9326
H 4.4833 0.6803 0.9833
H 5.3412 -0.1369 -0.3237
H 4.3168 -2.2272 0.6587
H 2.7361 -2.9236 0.3015
H 3.3485 -0.9148 2.5518
H 2.9421 -2.6205 2.7621
H 1.7336 -1.4774 2.1638
H 3.6695 -0.3512 -2.8279
H 2.4264 -1.5736 -2.7299
H 5.3210 -1.9693 -1.7527
H 4.6559 -2.5874 -3.2641
H 4.0555 -3.1999 -1.7261
I 1.0370 -5.0476 -2.4944
C 0.2531 -4.0595 -0.8315
C -0.2764 -4.7618 0.2371
C -0.7550 -4.0379 1.3179
C -0.6596 -2.6558 1.2950
N -0.1416 -1.9877 0.2681
C 0.2889 -2.6753 -0.7889
H -0.3169 -5.8428 0.2282
H -1.1920 -4.5428 2.1683
H -1.0024 -2.0520 2.1259
H 0.6464 -2.0885 -1.6235
```

HOMO energy (alpha / beta) in eV: -7.47 / -7.48
⟨S²⟩: 8.76
ΔE to the lowest compared entry with this formula, charge and spin in kJ/mol: 6.37
2S+1: 6
Net charge: 0

=====

[5]
Here is a molecular structure, C32H33BFIrN12O6S2 at a distorted geometry from OMol25. Energies are from the ωB97M-V functional and the def2-TZVPD basis.

XYZ file:
```
88
C32H33BFIrN12O6S2 the ωB97M-V functional and the def2-TZVPD basis
Ir 0.2236 0.1078 -0.8320
C -0.4041 3.6970 -0.0354
C 0.7364 2.9189 0.5234
C 1.5498 3.3548 1.5594
C 2.4987 2.3767 1.7417
N 2.2741 1.4113 0.8511
N 1.1962 1.7235 0.0849
B 3.0495 0.1587 0.4498
N 3.1488 0.2493 -1.1035
C 4.1932 0.4848 -1.9021
C 3.7713 0.4299 -3.2110
C 2.4034 0.1592 -3.1651
C 1.5268 -0.1006 -4.3414
N 2.0365 0.0733 -1.8716
N 2.2136 -1.1177 0.7543
C 2.3714 -2.0206 1.7098
C 1.5388 -3.0954 1.4357
C 0.8830 -2.7825 0.2563
C 0.0288 -3.6994 -0.5526
N 1.2838 -1.5418 -0.1400
N 4.3918 0.0073 1.1107
C 5.4235 -0.7878 0.7166
C 6.2924 -0.9003 1.7648
C 5.7023 -0.1480 2.8056
C 6.2025 0.0468 4.2011
N 4.5561 0.3794 2.4154
H -0.5028 4.6219 0.5284
H -0.2220 3.9485 -1.0833
H -1.3378 3.1499 0.0404
H 1.4439 4.2744 2.1086
H 3.3231 2.2924 2.4268
H 5.1688 0.6773 -1.4891
H 4.3685 0.5623 -4.0966
H 2.0634 0.1711 -5.2480
H 1.2877 -1.1649 -4.3925
H 0.5975 0.4537 -4.2998
H 3.0822 -1.8598 2.5066
H 1.4531 -4.0127 1.9938
H 0.5929 -4.6126 -0.7463
H -0.8774 -3.9719 -0.0120
H -0.2324 -3.2637 -1.5111
H 5.4624 -1.2294 -0.2660
H 7.2276 -1.4343 1.7879
H 7.2848 -0.0627 4.2415
H 5.9338 1.0336 4.5736
H 5.7683 -0.6946 4.8736
O -3.3457 -2.6703 2.3774
C -2.5420 -1.9868 3.2168
C -2.7457 -2.1779 4.5825
C -1.9620 -1.5175 5.5040
C -0.9515 -0.6464 5.0925
C -0.7465 -0.4512 3.7459
C -1.5297 -1.1150 2.7910
C -1.2443 -0.8922 1.3718
O -0.3177 -0.0153 1.0717
N -1.8643 -1.5564 0.4458
N -1.3579 -1.2447 -0.8133
C -2.0782 -1.6727 -1.8012
S -3.5561 -2.5199 -1.5012
C -4.0702 -2.5292 -3.2407
C -2.8193 -2.6684 -4.0816
S -1.6199 -1.4544 -3.4638
H -3.0913 -2.4590 1.4615
H -3.5303 -2.8571 4.8886
H -2.1345 -1.6810 6.5601
H -0.3404 -0.1310 5.8205
H 0.0265 0.2216 3.3969
H -4.5865 -1.5912 -3.4330
H -4.7449 -3.3718 -3.3843
H -3.0030 -2.4451 -5.1315
H -2.3829 -3.6619 -3.9898
F -4.9358 5.0645 0.1424
C -4.8180 3.9643 -0.5934
C -3.8551 3.8370 -1.5012
N -3.7279 2.6959 -2.2860
C -2.4846 2.4412 -2.9850
C -1.5160 1.6380 -2.1502
O -0.3987 1.2862 -2.6364
O -1.7852 1.2923 -0.9820
C -4.5278 1.5869 -2.0648
O -4.3439 0.5346 -2.6467
N -5.5431 1.7771 -1.1618
C -5.7932 2.8969 -0.3580
O -6.7095 2.9319 0.4174
H -3.1430 4.6314 -1.6771
H -2.0123 3.3855 -3.2533
H -2.6893 1.8811 -3.8951
H -6.1566 0.9873 -1.0177
```

HOMO energy (alpha / beta) in eV: -10.71 / -10.70
⟨S²⟩: 0.75
ΔE to the lowest compared entry with this formula, charge and spin in kJ/mol: 0.00
2S+1: 2
Net charge: +1

=====

[6]
Here is a molecular structure, C32H33BrCl2F2N2Ru at a distorted geometry from OMol25. Energies are from the ωB97M-V functional and the def2-TZVPD basis.

XYZ file:
```
73
C32H33BrCl2F2N2Ru the ωB97M-V functional and the def2-TZVPD basis
Ru 0.5667 -0.0220 0.0025
Br -1.1691 -0.4327 2.1431
C 0.0876 -1.5218 3.0775
C -0.1363 -1.8045 4.3871
C 0.7245 -2.7263 5.0269
C 1.6944 -3.3600 4.3087
C 1.8957 -3.0788 2.9317
C 2.8234 -3.8189 2.1616
C 2.9673 -3.5596 0.8315
C 2.2826 -2.4733 0.2461
C 1.3810 -1.7002 0.9392
C 1.1277 -2.0726 2.2973
H -0.9658 -1.3627 4.9199
H 0.5784 -2.9489 6.0742
H 2.3222 -4.1061 4.7779
H 3.4010 -4.5977 2.6423
H 3.6499 -4.1448 0.2306
H 2.5184 -2.2407 -0.7867
C 2.5125 -0.3840 -3.1526
C 1.1419 -0.6672 -3.6813
C 0.9744 -1.4481 -4.8219
C -0.2848 -1.6994 -5.3402
C -1.4043 -1.1598 -4.7272
C -1.2867 -0.3619 -3.5938
C -2.5284 0.2368 -2.9903
C -0.0034 -0.1430 -3.0844
N 0.1041 0.6873 -1.8929
C -0.0714 1.9638 -2.0439
C -0.2177 2.6896 -3.3374
C -0.2017 2.7122 -0.7589
C -0.4878 4.1755 -0.8040
N -0.0755 1.9757 0.3026
C -0.5690 2.5909 1.5389
C -1.9601 2.7397 1.5988
C -2.8905 2.2483 0.5196
C -2.5118 3.3363 2.7247
C -1.7051 3.7779 3.7593
C -0.3348 3.6128 3.6762
C 0.2648 3.0108 2.5715
C 1.7556 2.8602 2.5624
H 3.2551 -0.9769 -3.6827
H 2.5963 -0.6187 -2.0947
H 2.7818 0.6696 -3.2554
H 1.8522 -1.8556 -5.3050
H -0.3943 -2.3094 -6.2259
H -2.3905 -1.3508 -5.1300
H -3.3770 -0.4294 -3.1357
H -2.7793 1.1848 -3.4734
H -2.4290 0.4139 -1.9228
H -0.0429 2.0354 -4.1890
H 0.4978 3.5118 -3.3643
H -1.2127 3.1288 -3.4258
H 0.3491 4.6664 -1.3043
H -0.5998 4.5989 0.1911
H -1.3828 4.3915 -1.3868
H -2.4957 1.3837 -0.0137
H -3.1015 3.0251 -0.2195
H -3.8446 1.9588 0.9564
H -3.5868 3.4425 2.7867
H -2.1445 4.2531 4.6253
H 0.3006 3.9606 4.4801
H 2.2024 3.5418 3.2832
H 2.1942 3.0631 1.5863
H 2.0279 1.8470 2.8663
F 2.5509 1.9234 -0.5705
C 2.4667 0.7416 0.1631
F 3.4272 -0.0615 -0.3852
H 2.8079 0.9855 1.1679
Cl -0.2831 -4.7920 -1.3158
C -0.8262 -3.2776 -2.0105
Cl -1.3905 -2.1397 -0.7473
H -1.6702 -3.4599 -2.6662
H -0.0059 -2.8008 -2.5387
```

HOMO energy (alpha / beta) in eV: -10.52 / -10.49
⟨S²⟩: 0.76
ΔE to the lowest compared entry with this formula, charge and spin in kJ/mol: 90.09
2S+1: 2
Net charge: +1

=====

| no. | E_tot (Eh) |
| --- | --- |
| 1 | -2721.09425 |
| 2 | -2491.82577 |
| 3 | -2527.23107 |
| 4 | -5961.82737 |
| 5 | -3373.10524 |
| 6 | -5137.46680 |